C45H37IrN3OP2S4 as an isolated structure at a distorted geometry. Source: the Open Molecules 2025 dataset; level of theory: wB97M-V/def2-TZVPD.

Geometry (Å):
Ir1 -0.458 0.223 0.044
C1 -2.382 0.135 3.105
C2 -0.910 0.320 3.259
C3 -0.441 0.544 4.550
C4 0.900 0.756 4.784
C5 1.755 0.696 3.708
C6 1.255 0.455 2.437
N1 -0.080 0.290 2.198
C7 2.141 0.455 1.283
C8 3.521 0.564 1.339
C9 4.232 0.740 0.166
C10 3.549 0.830 -1.030
C11 2.174 0.651 -1.050
N2 1.516 0.399 0.095
C12 1.329 0.728 -2.230
C13 1.867 1.002 -3.479
C14 1.044 1.113 -4.575
C15 -0.309 0.913 -4.395
C16 -0.813 0.611 -3.135
C17 -2.283 0.401 -3.011
N3 -0.012 0.515 -2.056
H1 -2.827 -0.090 4.072
H2 -2.617 -0.664 2.414
H3 -2.839 1.053 2.732
H4 -1.146 0.557 5.368
H5 1.266 0.968 5.779
H6 2.813 0.865 3.838
H7 4.037 0.542 2.286
H8 5.308 0.837 0.193
H9 4.092 1.042 -1.938
H10 2.932 1.146 -3.569
H11 1.440 1.373 -5.547
H12 -0.990 0.999 -5.229
H13 -2.736 0.306 -3.996
H14 -2.748 1.256 -2.520
H15 -2.504 -0.484 -2.424
O1 -5.432 5.054 0.096
C18 -4.556 4.243 0.090
S1 -2.828 4.638 0.111
C19 -2.227 2.987 0.101
C20 -3.151 2.001 0.069
S2 -2.838 0.309 0.040
S3 -4.835 2.484 0.056
S4 -0.522 2.794 0.143
C21 -0.419 -4.374 -0.284
P1 0.135 -2.586 0.012
C22 0.059 -2.791 1.837
C23 -1.234 -2.980 2.333
C24 -1.469 -3.100 3.691
C25 -0.409 -3.035 4.584
C26 0.874 -2.827 4.105
C27 1.109 -2.690 2.744
C28 1.868 -2.739 -0.555
C29 2.095 -2.262 -1.848
C30 3.361 -2.302 -2.412
C31 4.429 -2.785 -1.672
C32 4.208 -3.292 -0.399
C33 2.931 -3.306 0.144
P2 -0.370 -5.334 -1.889
C34 -0.241 -4.154 -3.263
C35 0.652 -4.331 -4.320
C36 0.609 -3.491 -5.423
C37 -0.378 -2.523 -5.523
C38 -1.321 -2.396 -4.512
C39 -1.247 -3.191 -3.381
C40 1.192 -6.278 -1.743
C41 1.057 -7.559 -1.206
C42 2.168 -8.366 -1.017
C43 3.426 -7.909 -1.380
C44 3.567 -6.638 -1.916
C45 2.459 -5.824 -2.098
H16 -1.451 -4.422 0.068
H17 0.185 -4.973 0.402
H18 -2.069 -3.011 1.642
H19 -2.480 -3.226 4.055
H20 -0.587 -3.118 5.648
H21 1.703 -2.754 4.797
H22 2.112 -2.475 2.408
H23 1.256 -1.879 -2.415
H24 3.506 -1.935 -3.421
H25 5.428 -2.790 -2.090
H26 5.034 -3.682 0.182
H27 2.776 -3.779 1.102
H28 1.379 -5.129 -4.288
H29 1.321 -3.626 -6.227
H30 -0.435 -1.894 -6.402
H31 -2.137 -1.698 -4.631
H32 -1.996 -3.092 -2.603
H33 0.073 -7.925 -0.940
H34 2.051 -9.356 -0.597
H35 4.292 -8.543 -1.251
H36 4.546 -6.271 -2.200
H37 2.592 -4.835 -2.506

Cartesian forces (eV/Å) of the 3 atoms listed first:
-0.193 1.837 -0.145
-0.025 -0.014 0.096
-0.355 -0.097 -0.157

* energy above the lowest of the compared OMol25 structures with the same formula, charge and spin: 0.0 kcal per mole
* highest occupied orbital energy: -8.879 eV
* net charge: +1
* 2S+1: 1

C44H53IN2O2PRu as an isolated structure at a distorted geometry. Source: the Open Molecules 2025 dataset; level of theory: wB97M-V/def2-TZVPD.

Geometry (Å):
Ru1 1.151 1.658 0.020
O1 1.800 0.086 -1.011
C1 2.584 -0.772 -0.368
C2 3.394 -1.632 -1.122
C3 4.239 -2.525 -0.492
C4 4.322 -2.580 0.898
C5 3.539 -1.731 1.655
C6 2.664 -0.834 1.043
C7 1.830 0.068 1.829
N1 2.028 0.494 2.998
C8 1.042 1.445 3.501
C9 1.298 2.872 3.020
N2 0.764 3.103 1.672
C10 0.123 4.201 1.499
C11 -0.751 4.481 0.386
C12 -1.203 5.786 0.161
C13 -2.177 6.055 -0.775
C14 -2.756 4.986 -1.465
C15 -2.363 3.686 -1.241
C16 -1.325 3.386 -0.325
O2 -0.937 2.167 -0.154
H1 3.345 -1.566 -2.201
H2 4.855 -3.184 -1.091
H3 4.997 -3.276 1.377
H4 3.589 -1.744 2.737
H5 0.833 0.272 1.329
H6 1.092 1.433 4.590
H7 0.024 1.157 3.203
H8 2.364 3.100 3.051
H9 0.790 3.551 3.710
H10 0.126 4.948 2.298
H11 -0.768 6.593 0.741
H12 -2.506 7.068 -0.958
H13 -3.536 5.182 -2.192
H14 -2.822 2.861 -1.771
I1 1.150 2.839 -2.219
C17 3.191 2.500 -2.444
C18 3.797 2.598 -3.659
C19 5.199 2.491 -3.729
C20 5.920 2.349 -2.579
C21 5.288 2.267 -1.314
C22 6.056 2.185 -0.129
C23 5.419 2.133 1.071
C24 4.010 2.081 1.138
C25 3.188 2.115 0.037
C26 3.871 2.289 -1.224
H15 3.217 2.766 -4.557
H16 5.695 2.547 -4.688
H17 7.002 2.302 -2.612
H18 7.136 2.172 -0.200
H19 5.986 2.082 1.992
H20 3.597 1.916 2.118
C27 -5.709 -0.471 1.046
C28 -5.190 0.165 -0.253
C29 -3.658 0.199 -0.294
C30 -3.074 -1.048 0.381
C31 -3.394 -0.977 1.889
C32 -4.711 -0.239 2.174
P1 -1.244 -1.121 0.100
C33 -0.625 -2.592 1.061
C34 -0.524 -2.356 2.572
C35 0.521 -3.302 3.178
C36 0.531 -4.660 2.457
C37 -0.856 -4.980 1.911
C38 -1.264 -3.969 0.824
C39 -1.047 -1.749 -1.646
C40 -0.923 -0.587 -2.649
C41 -0.941 -1.120 -4.076
C42 -2.308 -1.730 -4.424
C43 -3.030 -2.243 -3.173
C44 -2.043 -2.819 -2.162
H21 -5.844 -1.549 0.910
H22 -6.693 -0.072 1.300
H23 -5.577 1.183 -0.353
H24 -5.570 -0.394 -1.114
H25 -3.266 1.079 0.224
H26 -3.317 0.300 -1.323
H27 -3.572 -1.932 -0.034
H28 -2.578 -0.478 2.422
H29 -3.448 -1.992 2.290
H30 -4.524 0.835 2.267
H31 -5.117 -0.563 3.134
H32 0.411 -2.632 0.691
H33 -1.500 -2.543 3.027
H34 -0.281 -1.317 2.809
H35 0.315 -3.441 4.242
H36 1.511 -2.844 3.110
H37 0.875 -5.445 3.134
H38 1.247 -4.639 1.630
H39 -1.574 -4.952 2.737
H40 -0.898 -5.995 1.510
H41 -2.355 -3.879 0.802
H42 -0.966 -4.343 -0.157
H43 -0.050 -2.209 -1.607
H44 0.001 -0.052 -2.445
H45 -1.731 0.139 -2.519
H46 -0.155 -1.878 -4.170
H47 -0.684 -0.330 -4.785
H48 -2.176 -2.550 -5.135
H49 -2.932 -0.988 -4.928
H50 -3.772 -2.997 -3.448
H51 -3.590 -1.431 -2.703
H52 -1.485 -3.631 -2.641
H53 -2.587 -3.285 -1.343

Cartesian forces (eV/Å) of the 3 atoms listed first:
0.307 -0.330 1.420
-0.117 0.217 -0.171
-0.067 -0.083 0.216

* energy above the lowest of the compared OMol25 structures with the same formula, charge and spin: 0.0 kcal per mole
* highest occupied orbital energy (alpha / beta): -7.602 / -7.611 eV
* 2S+1: 2
* <S²>: 0.758

A single C11H19I molecule at a distorted geometry. Source: the Open Molecules 2025 dataset; level of theory: wB97M-V/def2-TZVPD.

Geometry (Å):
C1 0.758 2.807 0.952
C2 0.310 1.993 -0.009
C3 -0.447 -1.665 1.586
C4 0.740 -2.458 0.958
C5 -0.212 -0.100 1.563
C6 0.890 -1.957 -0.557
C7 -0.156 0.557 0.205
C8 1.351 -0.544 -0.803
C9 1.281 -0.031 -2.257
C10 -2.529 1.236 -0.294
C11 -1.372 0.387 -0.652
I1 3.305 -0.069 0.022
H1 0.952 3.933 0.808
H2 0.795 2.405 1.963
H3 -0.009 2.505 -0.992
H4 -1.395 -1.797 1.085
H5 -0.449 -1.972 2.629
H6 1.623 -2.243 1.697
H7 0.738 -3.516 0.938
H8 -1.008 0.385 2.191
H9 0.818 0.177 2.081
H10 1.494 -2.754 -1.168
H11 -0.143 -2.022 -0.914
H12 1.336 0.963 -2.229
H13 0.354 -0.241 -2.744
H14 2.145 -0.398 -2.942
H15 -3.274 1.010 -1.080
H16 -2.390 2.395 -0.234
H17 -2.990 0.941 0.595
H18 -0.946 0.717 -1.683
H19 -1.569 -0.643 -0.713

Cartesian forces (eV/Å) of the 3 atoms listed first:
-0.184 1.066 -0.109
-0.977 0.793 0.102
1.439 0.752 -0.114

* energy above the lowest of the compared OMol25 structures with the same formula, charge and spin: 19.2 kcal per mole
* highest occupied orbital energy: -8.270 eV
* 2S+1: 1

C25H31MnN6OSSi as an isolated structure at a distorted geometry. Source: the Open Molecules 2025 dataset; level of theory: wB97M-V/def2-TZVPD.

Geometry (Å):
Mn1 11.519 -13.763 -0.291
C1 9.870 -12.963 1.874
N1 10.183 -14.309 1.286
C2 10.786 -15.309 2.210
C3 12.147 -15.742 1.617
N2 12.567 -15.291 0.413
C4 13.889 -15.687 0.229
C5 14.813 -15.472 -0.756
C6 16.059 -15.919 -0.515
C7 16.425 -16.622 0.621
C8 15.498 -16.863 1.655
C9 14.217 -16.414 1.412
N3 13.095 -16.429 2.231
C10 9.757 -11.993 0.702
N4 10.188 -12.285 -0.532
C11 9.924 -11.131 -1.285
C12 10.008 -10.869 -2.664
C13 9.558 -9.622 -3.126
C14 9.042 -8.640 -2.263
C15 8.925 -8.912 -0.905
C16 9.333 -10.164 -0.494
N5 9.259 -10.766 0.773
H1 10.634 -12.687 2.586
H2 8.881 -13.121 2.326
H3 9.406 -14.690 0.754
H4 10.113 -16.158 2.260
H5 10.937 -14.824 3.195
H6 14.514 -14.917 -1.712
H7 16.782 -15.824 -1.286
H8 17.502 -16.967 0.770
H9 15.737 -17.487 2.503
H10 13.035 -16.806 3.148
H11 10.344 -11.586 -3.383
H12 9.633 -9.382 -4.168
H13 8.810 -7.652 -2.582
H14 8.614 -8.180 -0.178
H15 8.797 -10.434 1.607
C17 16.878 -9.892 -2.498
Si1 15.411 -10.966 -2.868
C18 15.736 -12.659 -3.825
C19 14.166 -10.007 -3.684
C20 14.631 -11.455 -1.164
C21 15.138 -11.039 0.039
C22 14.570 -11.333 1.276
C23 13.438 -12.105 1.282
N6 12.886 -12.445 0.100
C24 13.478 -12.217 -1.091
S1 12.646 -13.271 -2.286
H16 17.416 -9.708 -3.406
H17 17.552 -10.508 -1.914
H18 16.735 -8.942 -2.015
H19 15.722 -12.575 -4.920
H20 15.019 -13.396 -3.463
H21 16.770 -13.016 -3.627
H22 14.589 -9.687 -4.663
H23 13.983 -9.120 -3.113
H24 13.260 -10.545 -3.787
H25 16.023 -10.429 -0.115
H26 14.946 -11.003 2.206
H27 12.962 -12.494 2.137
C25 9.327 -14.524 -2.527
O1 10.294 -14.890 -1.539
H28 9.760 -14.488 -3.536
H29 8.943 -13.572 -2.229
H30 8.535 -15.294 -2.578
H31 10.540 -15.778 -1.808

Cartesian forces (eV/Å) of the 3 atoms listed first:
-0.332 -0.286 -1.638
-1.536 -1.044 -1.241
1.526 0.698 -0.277

* energy above the lowest of the compared OMol25 structures with the same formula, charge and spin: 0.0 kcal per mole
* highest occupied orbital energy (alpha / beta): -17.160 / -17.194 eV
* net charge: +3
* 2S+1: 4
* <S²>: 4.169

An isolated ion of composition C11H14NS2 and charge +1 at a distorted geometry. Source: the Open Molecules 2025 dataset; level of theory: wB97M-V/def2-TZVPD.

Geometry (Å):
C1 0.253 3.073 -0.707
C2 -0.287 1.690 -1.032
C3 -0.243 0.249 -0.257
C4 0.591 -0.259 0.812
C5 0.853 0.587 1.854
C6 1.618 0.100 3.015
C7 1.929 -1.175 3.050
C8 1.680 -2.047 1.972
C9 1.078 -1.558 0.847
N1 -1.082 -0.653 -1.203
C10 -2.283 -0.940 -0.340
C11 -1.282 -0.064 -2.516
S1 0.242 -0.594 -3.554
S2 -1.294 1.762 -2.478
H1 -0.320 3.564 0.107
H2 0.325 3.651 -1.681
H3 1.254 3.002 -0.389
H4 0.585 1.650 1.849
H5 1.974 0.688 3.864
H6 2.499 -1.586 3.829
H7 2.185 -2.974 2.056
H8 0.936 -2.296 0.035
H9 -0.577 -1.510 -1.329
H10 -1.997 -1.611 0.524
H11 -2.761 0.009 0.064
H12 -3.149 -1.444 -0.824
H13 -2.138 -0.331 -2.962
H14 -0.589 -0.983 -4.607

Cartesian forces (eV/Å) of the 3 atoms listed first:
-0.680 -0.327 -0.709
-0.131 -4.438 2.630
-0.159 6.707 -5.984

* energy above the lowest of the compared OMol25 structures with the same formula, charge and spin: 57.0 kcal per mole
* highest occupied orbital energy (alpha / beta): -11.469 / -11.470 eV
* net charge: +1
* 2S+1: 1
* SMILES: CC1=C(c2ccccc2)[N@@H+](C)[C@H](S)S1

An isolated ion of composition C11H15N2O and charge +1 at a distorted geometry. Source: the Open Molecules 2025 dataset; level of theory: wB97M-V/def2-TZVPD.

Geometry (Å):
C1 0.666 2.303 -1.024
C2 0.600 1.712 0.402
O1 -0.201 2.309 1.320
N1 1.325 0.725 0.657
C3 1.766 -0.179 1.465
N2 2.919 -0.144 2.069
C4 1.141 -1.476 1.253
C5 -0.364 -1.716 1.238
C6 -1.058 -1.067 -0.003
C7 -2.026 -0.086 0.059
C8 -2.512 0.354 -1.165
C9 -2.066 -0.131 -2.388
C10 -1.218 -1.238 -2.371
C11 -0.762 -1.744 -1.155
H1 1.739 2.224 -1.484
H2 -0.002 1.724 -1.669
H3 0.392 3.320 -1.089
H4 -0.746 3.013 0.984
H5 3.336 0.737 2.219
H6 3.220 -0.973 2.593
H7 1.367 -2.175 2.022
H8 1.612 -1.926 0.234
H9 -0.819 -1.313 2.174
H10 -0.653 -2.775 1.298
H11 -2.425 0.548 0.813
H12 -3.191 1.210 -1.123
H13 -2.255 0.219 -3.311
H14 -0.701 -1.514 -3.260
H15 0.067 -2.356 -1.268

Cartesian forces (eV/Å) of the 3 atoms listed first:
1.892 -1.687 -0.257
-0.635 2.102 -1.296
1.453 -1.827 0.082

* energy above the lowest of the compared OMol25 structures with the same formula, charge and spin: 8.1 kcal per mole
* highest occupied orbital energy: -12.307 eV
* net charge: +1
* 2S+1: 1
* SMILES: C/C(O)=N/C(=[NH2+])CCc1ccccc1

A 11-piece molecular cluster, C54H60F15NO10 overall at a distorted geometry. Source: the Open Molecules 2025 dataset; level of theory: wB97M-V/def2-TZVPD.

Geometry (Å):
N1 -2.900 -3.897 1.507
C1 -1.550 -3.847 1.798
C2 -1.323 -3.034 2.926
C3 -2.644 -2.581 3.354
C4 -3.551 -3.170 2.446
H1 -3.403 -4.383 0.778
H2 -0.860 -4.316 1.112
H3 -0.342 -2.806 3.317
H4 -2.791 -1.883 4.165
H5 -4.621 -3.087 2.327
C5 -3.150 5.038 -0.494
C6 -2.272 3.929 -0.583
C7 -1.568 3.757 -1.757
C8 -1.696 4.551 -2.850
C9 -2.505 5.654 -2.730
C10 -3.219 5.887 -1.566
H6 -3.656 5.219 0.443
H7 -2.217 3.211 0.222
H8 -0.887 2.920 -1.808
H9 -1.102 4.426 -3.743
H10 -2.518 6.309 -3.589
H11 -3.715 6.843 -1.482
C11 4.035 -4.631 -0.681
C12 4.703 -4.062 -1.754
C13 3.946 -3.508 -2.786
C14 2.553 -3.558 -2.672
C15 1.877 -4.115 -1.586
C16 2.691 -4.658 -0.564
H12 4.616 -4.828 0.208
H13 5.762 -3.851 -1.787
H14 4.379 -3.114 -3.694
H15 1.890 -3.222 -3.455
H16 0.802 -4.212 -1.551
H17 2.179 -5.025 0.313
C17 -1.334 0.665 -5.394
C18 -0.800 -0.178 -6.335
C19 -0.726 -1.540 -5.972
C20 -1.061 -1.993 -4.725
C21 -1.644 -1.130 -3.851
C22 -1.812 0.245 -4.166
H18 -1.432 1.640 -5.850
H19 -0.436 0.096 -7.314
H20 -0.246 -2.201 -6.677
H21 -0.970 -3.048 -4.511
H22 -1.807 -1.429 -2.826
H23 -2.305 0.870 -3.436
C23 -4.178 -6.084 -2.284
C24 -2.816 -6.471 -2.462
C25 -1.860 -5.500 -2.253
C26 -2.188 -4.239 -1.859
C27 -3.513 -3.860 -1.661
C28 -4.492 -4.798 -1.824
H24 -5.032 -6.700 -2.524
H25 -2.511 -7.444 -2.818
H26 -0.827 -5.726 -2.473
H27 -1.420 -3.484 -1.777
H28 -3.793 -2.870 -1.330
H29 -5.526 -4.545 -1.639
C29 6.357 1.080 0.301
C30 7.547 0.303 0.376
C31 7.748 -0.813 -0.415
C32 6.747 -1.114 -1.332
C33 5.581 -0.354 -1.505
C34 5.441 0.785 -0.714
H30 6.281 1.935 0.956
H31 8.303 0.402 1.141
H32 8.631 -1.425 -0.302
H33 6.948 -2.049 -1.834
H34 4.764 -0.709 -2.115
H35 4.545 1.387 -0.740
C35 1.599 -0.176 -2.845
C36 1.241 -0.335 -1.357
O1 -0.158 -0.152 -1.024
C37 -0.559 -0.215 0.297
O2 0.240 -0.275 1.274
C38 -2.120 -0.139 0.418
F1 -2.567 -1.375 0.225
F2 -2.270 0.308 1.681
F3 -2.645 0.745 -0.482
H36 2.669 -0.129 -3.047
H37 1.117 0.748 -3.164
H38 1.217 -1.000 -3.448
H39 1.811 0.398 -0.787
H40 1.497 -1.358 -1.079
C39 1.182 5.125 5.644
C40 0.897 3.945 6.522
O3 -0.079 3.200 5.812
C41 -0.978 2.432 6.459
O4 -1.235 2.619 7.706
C42 -1.775 1.442 5.590
F4 -3.034 1.547 5.810
F5 -1.545 1.601 4.283
F6 -1.324 0.215 5.913
H41 0.441 5.923 5.693
H42 1.443 4.815 4.633
H43 2.019 5.517 6.221
H44 0.556 4.371 7.466
H45 1.796 3.332 6.594
C43 5.663 5.301 -0.889
C44 5.017 5.399 0.532
O5 4.092 4.316 0.512
C45 2.996 4.388 1.330
O6 2.715 5.343 2.126
C46 2.184 3.033 1.331
F7 2.772 2.130 2.130
F8 0.883 3.169 1.611
F9 2.215 2.534 0.125
H46 5.659 4.266 -1.233
H47 6.630 5.746 -1.124
H48 5.087 5.811 -1.661
H49 4.552 6.384 0.506
H50 5.721 5.322 1.360
C47 2.672 -2.494 2.288
C48 3.668 -3.201 3.235
O7 2.922 -3.602 4.400
C49 3.533 -4.378 5.286
O8 4.697 -4.736 5.183
C50 2.743 -4.682 6.603
F10 1.453 -4.365 6.437
F11 2.733 -6.001 6.941
F12 3.180 -3.974 7.617
H51 3.091 -2.304 1.299
H52 2.516 -1.473 2.636
H53 1.680 -2.946 2.282
H54 4.491 -2.523 3.463
H55 4.133 -4.123 2.885
C51 -10.170 3.505 -1.776
C52 -9.152 2.836 -2.685
O9 -7.885 2.957 -2.078
C53 -6.886 2.244 -2.534
O10 -6.924 1.365 -3.425
C54 -5.603 2.462 -1.688
F13 -5.718 3.382 -0.801
F14 -5.245 1.375 -1.090
F15 -4.669 2.846 -2.597
H56 -11.135 3.251 -2.214
H57 -10.016 4.584 -1.756
H58 -10.271 3.059 -0.787
H59 -9.173 3.228 -3.703
H60 -9.390 1.773 -2.722

Cartesian forces (eV/Å) of the 3 atoms listed first:
0.365 0.425 1.566
-0.698 -0.106 -0.949
-3.005 0.775 0.706

* highest occupied orbital energy (alpha / beta): -10.815 / -10.815 eV
* net charge: +1
* 2S+1: 2
* <S²>: 0.762

The highest 2S+1 belongs to which entry?
C25H31MnN6OSSi

Look up the 2S+1 of the fifth one.
1